Entry A
{
  "formula": "C3H4N2",
  "method": "ωB97M-V/def2-TZVPD",
  "symbols": ["H", "N", "C", "C", "C", "N", "H", "H", "H"],
  "coordinates": [[0.2809, -1.9757, -0.5687], [-0.3680, -1.4046, 0.0134], [-0.0970, -0.1621, 0.0727], [1.1909, 0.6838, -0.4036], [2.3291, -0.0032, 0.1289], [3.3689, -0.5098, 0.2075], [-0.6970, 0.5520, 0.5410], [1.6045, 0.6634, -1.2277], [1.1091, 1.6520, 0.0432]],
  "lowdin_charge": [0.075, 0.102, -0.181, -0.097, -0.260, 0.151, 0.072, 0.022, 0.115],
  "multiplicity": 1,
  "smiles": "[H]/N=C\\CC#N",
  "mol_weight_g_mol": 68.08,
  "orbital_gap_ev": 11.301
}

Entry B
{
  "formula": "C3H4N2",
  "method": "ωB97M-V/def2-TZVPD",
  "symbols": ["N", "C", "C", "C", "N", "H", "H", "H", "H"],
  "coordinates": [[-0.5449, 0.0516, 1.4530], [0.5593, 0.3900, 0.6141], [0.6486, -0.4280, -0.6552], [-0.5775, -0.0099, -0.9605], [-0.7766, 0.8537, 0.2296], [-0.8208, -0.9218, 1.3123], [1.3086, 1.1021, 0.9404], [1.4333, -0.9951, -1.1390], [-1.2494, -0.0432, -1.8097]],
  "lowdin_charge": [0.054, -0.328, -0.021, -0.089, -0.024, 0.097, 0.130, 0.085, 0.095],
  "multiplicity": 1,
  "mol_weight_g_mol": 68.08,
  "orbital_gap_ev": 10.518
}

Relative energies in kcal/mol: entry A 0.0; entry B 37.1

Entry A
{
  "formula": "C3H4N2",
  "method": "ωB97M-V/def2-TZVPD",
  "symbols": ["C", "C", "C", "N", "N", "H", "H", "H", "H"],
  "coordinates": [[-0.9336, 0.0101, -0.7283], [-0.9571, -0.2275, 0.6296], [1.2261, 0.0736, 0.0020], [0.4098, -0.5643, -0.9278], [0.3623, -0.9122, 0.5105], [-1.7670, 0.4228, -1.4035], [-1.6303, -0.1596, 1.4651], [2.3820, 0.0012, -0.0115], [0.9078, 1.3559, 0.4641]],
  "lowdin_charge": [-0.103, -0.076, -0.267, -0.027, -0.042, 0.115, 0.084, 0.118, 0.199],
  "multiplicity": 1,
  "mol_weight_g_mol": 68.08,
  "orbital_gap_ev": 10.706
}

Entry B
{
  "formula": "C3H4N2",
  "method": "ωB97M-V/def2-TZVPD",
  "symbols": ["C", "C", "C", "N", "N", "H", "H", "H", "H"],
  "coordinates": [[2.7914, 0.9706, 0.5589], [0.0208, 0.1783, 0.6831], [0.5127, -0.2640, -0.7051], [3.3005, 1.9921, 0.4780], [1.1209, -0.6349, 0.4409], [0.1487, 1.2135, 0.6641], [-0.6693, -0.2844, 1.3993], [0.1486, -1.0234, -1.4125], [0.8057, 0.6890, -1.0958]],
  "lowdin_charge": [-0.170, -0.147, -0.182, -0.037, 0.091, 0.089, 0.124, 0.127, 0.105],
  "multiplicity": 1,
  "mol_weight_g_mol": 68.08,
  "orbital_gap_ev": [8.650, 7.914]
}

Relative energies in kcal/mol: entry A 0.0; entry B 15.1

Entry A
{
  "formula": "C9H8N4",
  "method": "ωB97M-V/def2-TZVPD",
  "symbols": ["C", "C", "C", "C", "C", "C", "C", "C", "C", "H", "H", "H", "H", "H", "H", "H", "H", "N", "N", "N", "N"],
  "coordinates": [[2.6770, -0.6725, 0.0432], [3.0476, 0.7213, 0.1722], [2.0185, 1.6232, -0.0989], [0.4081, 0.0538, -0.2008], [-1.0463, -0.1701, -0.1029], [-1.8255, 0.9451, 0.0878], [-3.2127, 0.9721, 0.0057], [-3.7080, -0.3295, 0.1158], [-2.9553, -1.4467, -0.0362], [4.6242, -1.3167, 0.5990], [3.0690, -2.8084, 0.2009], [4.0279, 1.2659, 0.1115], [2.4346, 2.6769, 0.2003], [-1.4634, 1.9830, -0.2136], [-3.7778, 2.0094, -0.2218], [-4.8459, -0.5565, 0.2042], [-3.2494, -2.4089, 0.0725], [3.3877, -1.6658, -0.1342], [0.7430, 1.4642, -0.3370], [1.2420, -0.9213, -0.2168], [-1.5954, -1.4185, -0.2507]],
  "lowdin_charge": [-0.490, -0.063, -0.230, -0.287, -0.231, -0.074, -0.066, -0.115, -0.140, 0.297, 0.228, 0.105, 0.131, 0.124, 0.160, 0.131, 0.069, 0.059, 0.089, 0.170, 0.134],
  "multiplicity": 1,
  "mol_weight_g_mol": 172.19,
  "orbital_gap_ev": 8.014
}

Entry B
{
  "formula": "C9H8N4",
  "method": "ωB97M-V/def2-TZVPD",
  "symbols": ["N", "C", "C", "C", "N", "C", "C", "C", "C", "N", "C", "C", "N", "H", "H", "H", "H", "H", "H", "H", "H"],
  "coordinates": [[-3.4496, -1.6093, 0.0557], [-2.6144, -0.5520, 0.0392], [-3.1113, 0.7223, 0.0648], [-2.1639, 1.6959, -0.0534], [-0.8497, 1.5045, -0.0069], [-0.4392, 0.2208, -0.0631], [1.0885, 0.0277, -0.0295], [1.6841, -1.2575, -0.0712], [3.0693, -1.3405, -0.0380], [3.8666, -0.2722, 0.0655], [3.2707, 0.9280, 0.0795], [1.9090, 1.1135, 0.0285], [-1.2854, -0.8270, -0.1144], [-4.3952, -1.4479, 0.2526], [-3.0603, -2.5316, 0.2421], [-4.2264, 0.8278, -0.0036], [-2.4555, 2.7261, -0.2586], [0.9806, -2.0972, -0.1088], [3.6186, -2.2586, -0.0944], [3.9632, 1.7545, 0.2020], [1.4456, 2.1068, 0.0279]],
  "lowdin_charge": [0.140, -0.399, -0.030, -0.141, 0.100, -0.253, -0.144, -0.011, -0.149, 0.053, -0.141, -0.047, 0.171, 0.079, 0.117, 0.131, 0.113, 0.104, 0.095, 0.104, 0.111],
  "multiplicity": 1,
  "smiles": "Nc1ccnc(-c2ccncc2)n1",
  "mol_weight_g_mol": 172.19,
  "orbital_gap_ev": 9.400
}

Relative energies in kcal/mol: entry A 136.9; entry B 0.0

Entry A
{
  "formula": "CH5N3O2S",
  "method": "ωB97M-V/def2-TZVPD",
  "symbols": ["C", "N", "N", "S", "N", "O", "O", "H", "H", "H", "H", "H"],
  "coordinates": [[-0.0769, -0.2825, -1.9750], [0.2183, 0.3841, -0.7519], [0.8327, -0.2899, 0.0611], [1.0742, 0.8214, 1.7566], [-0.1603, 0.4287, 2.8195], [2.3805, 0.5022, 2.3418], [0.9926, 2.2065, 1.2593], [0.6922, -1.0803, -2.1624], [-0.0234, 0.4310, -2.8338], [-1.1166, -0.5176, -1.9471], [-0.8804, 1.1005, 2.4134], [-0.4969, -0.5302, 2.7123]],
  "lowdin_charge": [-0.118, -0.131, -0.005, 0.638, -0.095, -0.349, -0.361, 0.096, 0.093, 0.072, 0.091, 0.069],
  "multiplicity": 1,
  "smiles": "C/N=N/S(N)(=O)=O",
  "mol_weight_g_mol": 123.14,
  "orbital_gap_ev": 9.421
}

Entry B
{
  "formula": "CH5N3O2S",
  "method": "ωB97M-V/def2-TZVPD",
  "symbols": ["C", "N", "N", "N", "O", "O", "S", "H", "H", "H", "H", "H"],
  "coordinates": [[0.0369, 0.8797, 0.8898], [0.9924, -1.0157, -0.1761], [-0.8475, -0.0447, 0.8672], [0.0714, 1.7064, -0.1060], [-0.8022, -0.4249, -1.8257], [-1.1314, -2.4413, -0.4498], [-0.4318, -1.1804, -0.6960], [0.7039, 1.1158, 1.7316], [1.6178, -1.4887, -0.7905], [-0.8187, -0.7319, 1.5667], [0.8032, 2.4951, -0.1186], [-0.1941, 1.1307, -0.8926]],
  "lowdin_charge": [-0.344, -0.225, -0.002, 0.142, -0.299, -0.312, 0.557, 0.155, 0.009, 0.079, 0.175, 0.065],
  "multiplicity": 1,
  "mol_weight_g_mol": 123.14,
  "orbital_gap_ev": 9.508
}

Relative energies in kcal/mol: entry A 9.7; entry B 0.0

Entry A
{
  "formula": "C5H10Si",
  "method": "ωB97M-V/def2-TZVPD",
  "symbols": ["C", "C", "C", "C", "C", "Si", "H", "H", "H", "H", "H", "H", "H", "H", "H", "H"],
  "coordinates": [[-1.2570, -0.0257, -0.1473], [-2.3506, -0.6627, 0.2436], [0.3456, -1.2831, -0.3314], [1.4319, -0.5456, 0.4168], [1.4162, 0.8583, -0.1073], [-0.3557, 1.6096, -0.0772], [-3.3548, -0.2131, 0.4931], [-2.3741, -1.6683, 0.2095], [0.1162, -2.2184, 0.0436], [0.4292, -1.2197, -1.4966], [1.1769, -0.7296, 1.5015], [2.4253, -0.9653, 0.1241], [2.1019, 1.6960, 0.3802], [1.6351, 0.8590, -1.1697], [-0.5342, 2.4041, -1.1783], [-0.8519, 2.1046, 1.0956]],
  "lowdin_charge": [-0.252, -0.071, -0.108, -0.345, -0.355, 0.657, 0.072, -0.004, 0.039, 0.112, 0.127, 0.112, 0.103, 0.057, -0.075, -0.071],
  "multiplicity": 1,
  "mol_weight_g_mol": 98.22,
  "orbital_gap_ev": 9.797
}

Entry B
{
  "formula": "C5H10Si",
  "method": "ωB97M-V/def2-TZVPD",
  "symbols": ["C", "C", "C", "C", "C", "Si", "H", "H", "H", "H", "H", "H", "H", "H", "H", "H"],
  "coordinates": [[2.2254, -0.0950, 0.2519], [0.9952, -0.0433, -0.2074], [0.1779, 1.2490, -0.4207], [-1.1450, 0.9323, 0.3094], [-1.5740, -0.4181, -0.0930], [-0.0482, -1.5615, -0.0209], [2.6298, -1.0311, 0.4217], [2.9216, 0.6955, 0.3479], [0.6317, 2.2132, -0.0947], [-0.1506, 1.3243, -1.3889], [-0.8173, 1.0580, 1.4458], [-1.8124, 1.7702, 0.0594], [-2.3193, -0.6577, 0.5843], [-2.0785, -0.5507, -1.0467], [-0.0401, -2.4338, -1.1753], [0.4038, -2.4514, 1.0272]],
  "lowdin_charge": [-0.021, -0.395, -0.207, -0.302, -0.325, 0.712, 0.017, 0.052, 0.126, 0.070, 0.153, 0.108, 0.036, 0.083, -0.059, -0.049],
  "multiplicity": 1,
  "smiles": "C=C1CCC[SiH2]1",
  "mol_weight_g_mol": 98.22,
  "orbital_gap_ev": 10.674
}

Relative energies in kcal/mol: entry A 38.2; entry B 0.0

Entry A
{
  "formula": "H9O4",
  "method": "ωB97M-V/def2-TZVPD",
  "symbols": ["O", "H", "H", "H", "O", "H", "H", "O", "H", "H", "O", "H", "H"],
  "coordinates": [[-0.1844, -0.9795, 0.3003], [-0.2900, -0.2584, -0.7023], [0.6723, -0.7370, 0.6870], [-0.8989, -0.6476, 0.8923], [-1.4401, -0.0858, 2.6389], [-1.1973, -0.7240, 3.3231], [-2.3590, -0.3315, 2.4477], [1.8755, 0.8336, -1.2022], [2.6464, 0.2687, -1.0650], [2.2781, 1.6973, -1.3682], [-0.6330, 0.1994, -1.7529], [-0.2801, 1.1002, -1.7663], [-0.1893, -0.3353, -2.4324]],
  "lowdin_charge": [0.104, 0.059, 0.124, 0.087, -0.036, 0.075, 0.073, -0.038, 0.071, 0.076, 0.138, 0.122, 0.145],
  "multiplicity": 1,
  "charge": 1,
  "mol_weight_g_mol": 73.07,
  "orbital_gap_ev": 12.638
}

Entry B
{
  "formula": "H9O4",
  "method": "ωB97M-V/def2-TZVPD",
  "symbols": ["O", "H", "H", "O", "H", "H", "O", "H", "H", "O", "H", "H", "H"],
  "coordinates": [[1.2605, 2.1469, 0.3558], [2.0620, 2.3344, 0.8520], [0.9428, 3.0212, 0.1052], [-0.6706, -0.8850, -2.3776], [-1.4807, -1.3552, -2.6450], [-0.3270, -0.5610, -3.2232], [-0.3462, -1.4762, 1.9836], [-1.2563, -1.6732, 2.2845], [0.1879, -1.4644, 2.8030], [-0.0007, -0.1101, -0.0390], [-0.2896, -0.1915, -1.0134], [-0.2809, -0.6250, 0.8059], [0.1988, 0.8389, 0.1082]],
  "lowdin_charge": [-0.016, 0.082, 0.080, -0.007, 0.102, 0.095, 0.016, 0.115, 0.118, 0.164, 0.100, 0.070, 0.081],
  "multiplicity": 1,
  "charge": 1,
  "mol_weight_g_mol": 73.07,
  "orbital_gap_ev": 13.257
}

Relative energies in kcal/mol: entry A 11.6; entry B 0.0

Entry A
{
  "formula": "C5H8FNO",
  "method": "ωB97M-V/def2-TZVPD",
  "symbols": ["O", "C", "N", "C", "C", "C", "C", "F", "H", "H", "H", "H", "H", "H", "H", "H"],
  "coordinates": [[0.4254, -2.7620, 0.5770], [0.4226, -2.2881, -0.5228], [0.5730, -0.9426, -0.8278], [0.6538, -0.0003, 0.2568], [-0.5990, 0.2080, 1.1352], [-1.0828, 1.2739, 0.0929], [0.3809, 1.4412, -0.2717], [0.6585, 1.6085, -1.6079], [0.3781, -2.9030, -1.4216], [0.4911, -0.5480, -1.7357], [1.5645, -0.1922, 0.8432], [-0.3293, 0.6171, 2.1329], [-1.2565, -0.6649, 1.2644], [-1.6120, 2.1438, 0.5074], [-1.6422, 0.8417, -0.7439], [0.9739, 2.1669, 0.3217]],
  "lowdin_charge": [0.044, -0.347, 0.073, -0.272, -0.106, -0.101, -0.293, -0.006, 0.123, 0.119, 0.147, 0.123, 0.110, 0.107, 0.118, 0.161],
  "multiplicity": 1,
  "smiles": "O=CN[C@@H]1CC[C@@H]1F",
  "mol_weight_g_mol": 117.12,
  "orbital_gap_ev": 10.776
}

Entry B
{
  "formula": "C5H8FNO",
  "method": "ωB97M-V/def2-TZVPD",
  "symbols": ["C", "C", "F", "C", "N", "C", "C", "O", "H", "H", "H", "H", "H", "H", "H", "H"],
  "coordinates": [[-1.3417, -1.5234, -0.6519], [-1.3260, -0.4499, 0.0983], [-1.5639, -0.5165, 1.4124], [-0.9733, 0.9340, -0.3633], [0.1937, 1.4740, 0.2983], [1.4180, 0.7631, -0.0020], [1.6216, -0.5662, 0.6572], [2.3683, -1.3813, 0.1450], [-1.5811, -2.5542, -0.2255], [-1.1057, -1.3910, -1.7161], [-1.8078, 1.6143, -0.1702], [-0.8089, 0.9046, -1.4418], [0.0335, 1.5008, 1.2985], [2.2595, 1.3645, 0.2697], [1.5629, 0.6326, -1.1147], [1.0510, -0.8054, 1.5063]],
  "lowdin_charge": [0.078, -0.410, 0.054, -0.177, -0.063, -0.190, -0.245, 0.041, 0.105, 0.079, 0.126, 0.122, 0.112, 0.114, 0.151, 0.102],
  "multiplicity": 1,
  "smiles": "C=C(F)CNCC=O",
  "mol_weight_g_mol": 117.12,
  "orbital_gap_ev": 10.174
}

Relative energies in kcal/mol: entry A 0.0; entry B 22.1

Entry A
{
  "formula": "C4H10SSi",
  "method": "ωB97M-V/def2-TZVPD",
  "symbols": ["C", "Si", "C", "S", "H", "H", "H", "H", "H", "H", "C", "C", "H", "H", "H", "H"],
  "coordinates": [[0.3606, 1.1871, -0.3289], [1.5167, -0.2105, -0.0722], [3.2678, 0.5444, 0.1977], [1.1827, -2.2249, 0.1442], [-0.4210, 0.9470, -0.9776], [-0.0931, 1.5700, 0.5999], [0.8798, 2.0121, -0.5906], [3.8486, 0.1098, 1.0142], [3.9323, 0.4355, -0.6886], [3.2443, 1.5906, 0.2869], [-2.6162, -1.2336, 0.5303], [-3.3424, -0.6442, -0.4361], [-2.6524, -2.3347, 0.8006], [-1.6271, -0.9324, 0.9871], [-3.1740, 0.3835, -0.6602], [-4.3066, -1.1996, -0.8067]],
  "lowdin_charge": [-0.229, 0.276, -0.238, 0.109, 0.005, 0.063, -0.018, 0.027, 0.038, -0.010, -0.115, -0.094, 0.061, 0.023, 0.016, 0.084],
  "multiplicity": 1,
  "smiles": "C[Si](C)=S.C=C",
  "mol_weight_g_mol": 118.28,
  "orbital_gap_ev": 8.593
}

Entry B
{
  "formula": "C4H10SSi",
  "method": "ωB97M-V/def2-TZVPD",
  "symbols": ["C", "C", "C", "C", "Si", "S", "H", "H", "H", "H", "H", "H", "H", "H", "H", "H"],
  "coordinates": [[-2.0495, -0.0881, -3.2574], [-0.0253, -1.5658, 1.2795], [1.8959, 0.0244, -0.6857], [-0.5754, 1.2497, 0.9694], [0.0522, -0.2175, -0.1252], [-2.6469, 1.2674, -2.8332], [-0.8560, -0.5543, -1.2468], [0.2196, -2.6032, 1.1279], [0.6696, -0.9315, 2.0957], [-0.9923, -1.5075, 1.6555], [2.5490, -0.8773, -0.5459], [1.9432, 0.2976, -1.7152], [2.2517, 0.9490, -0.1435], [-0.8381, 1.0186, 2.0000], [-0.0536, 2.0851, 0.9120], [-1.5442, 1.4535, 0.5130]],
  "lowdin_charge": [-0.581, -0.232, -0.222, -0.199, 0.599, 0.602, -0.084, 0.000, 0.095, -0.033, 0.036, -0.015, 0.034, 0.033, -0.043, 0.007],
  "multiplicity": 1,
  "mol_weight_g_mol": 118.28,
  "orbital_gap_ev": 9.996
}

Entry C
{
  "formula": "C4H10SSi",
  "method": "ωB97M-V/def2-TZVPD",
  "symbols": ["C", "C", "C", "C", "Si", "S", "H", "H", "H", "H", "H", "H", "H", "H", "H", "H"],
  "coordinates": [[0.1061, -1.7624, 1.4185], [0.6365, 1.1849, 1.5957], [1.0690, -0.5685, -1.0077], [-1.8082, 0.2857, -0.2341], [-0.0703, -0.1359, 0.5106], [-0.5713, -3.1558, 1.5871], [1.5684, -1.3731, 2.6059], [0.7508, 2.1410, 1.1046], [0.1267, 1.4941, 2.4732], [1.7067, 0.8877, 1.8746], [0.4057, -0.5757, -1.8727], [1.7699, 0.2175, -1.1092], [1.5178, -1.5549, -0.9908], [-1.9714, -0.0728, -1.2559], [-2.5784, -0.0262, 0.4305], [-2.1083, 1.3167, -0.1835]],
  "lowdin_charge": [-0.857, -0.224, -0.165, -0.169, 0.445, 0.657, 0.132, 0.023, 0.014, 0.045, 0.019, 0.006, 0.023, 0.031, 0.004, 0.016],
  "multiplicity": 1,
  "mol_weight_g_mol": 118.28,
  "orbital_gap_ev": 7.498
}

Relative energies in kcal/mol: entry A 0.0; entry B 41.1; entry C 49.0